# 1
184
Properties=species:S:1:pos:R:3:forces:R:3 method="wB97M-V/def2-TZVPD" charge=0 orbital_gap_ev=5.353 lumo_energy_ev=-1.83
Na 0.08941 -1.79685 6.67189 -0.1 0.1 0.0
C -3.31602 -9.37416 0.34391 -0.6 0.5 -0.2
C -4.57088 -8.41967 0.10304 1.5 0.7 1.0
C -4.45827 -7.39449 -1.06955 -1.0 -0.6 -0.6
N -5.73596 -6.58329 -1.41638 0.3 -2.8 0.6
C -6.11126 -5.73289 -0.13771 0.5 -0.5 -3.2
C -7.10505 -4.68834 -0.56484 0.8 1.4 0.2
C -6.52088 -3.72555 -1.70127 -0.5 -2.1 1.4
C -6.36867 -4.64219 -2.92127 1.3 0.7 -0.3
C -5.39254 -5.83568 -2.70096 -1.1 0.3 0.3
C -6.84099 -7.63577 -1.73823 1.0 1.7 -0.1
H -3.04250 -10.01169 -0.49682 -0.2 0.2 -0.2
H -3.49821 -10.05372 1.17644 -0.4 0.1 0.0
H -2.43036 -8.82702 0.66696 -0.1 0.3 -0.3
H -4.57303 -7.76939 0.97781 0.0 -0.1 0.3
H -5.48874 -8.99216 0.23680 0.0 0.0 -0.9
H -4.25958 -7.88832 -2.02074 0.4 -0.1 0.1
H -3.75167 -6.57653 -0.92899 0.5 -0.6 0.4
H -5.11217 -5.33620 0.04275 -0.4 0.2 1.0
H -6.55721 -6.42290 0.57862 0.6 0.1 0.1
H -7.27549 -4.18805 0.38844 -0.5 0.5 -0.2
H -8.01229 -5.20057 -0.88524 -0.2 0.3 0.0
H -5.54054 -3.36282 -1.39229 0.1 -0.1 0.1
H -7.11149 -2.82555 -1.87238 -0.3 -0.4 -0.1
H -5.89863 -3.99897 -3.66519 -0.1 -0.3 -0.5
H -7.32839 -4.98579 -3.30727 0.0 0.0 0.1
H -4.32486 -5.62746 -2.77036 -0.1 0.8 0.9
H -5.44343 -6.57128 -3.50371 -0.6 -0.1 0.0
H -6.45013 -8.35302 -2.45995 0.2 0.1 0.2
H -7.59089 -7.02741 -2.24386 -0.5 -0.5 0.4
H -7.09942 -8.12627 -0.79977 -0.4 0.2 -0.4
C 7.97664 1.53732 3.41098 0.3 -0.7 -0.3
C 8.95217 2.53532 2.69174 -0.5 -0.4 0.7
C 8.18148 3.06019 1.48774 0.9 -0.8 -1.1
N 8.86493 4.03635 0.47614 -0.4 1.4 0.3
C 7.82729 4.29721 -0.70466 0.1 0.6 2.7
C 6.60580 5.12872 -0.20738 0.6 0.2 -0.5
C 6.96958 6.48928 0.41970 0.8 -0.8 0.7
C 7.88504 6.12611 1.65890 0.4 0.4 -1.0
C 9.20044 5.42795 1.18837 -1.6 -0.7 0.2
C 10.09880 3.44968 -0.17016 -0.3 0.4 -0.9
H 8.42423 0.80218 4.07980 0.7 0.8 0.6
H 7.58442 0.76223 2.75257 -0.4 0.5 -0.8
H 7.13737 2.00544 3.92539 0.2 0.2 -0.1
H 9.84410 1.99514 2.37435 0.0 0.0 0.0
H 9.27487 3.29413 3.40461 -0.1 0.2 -0.1
H 7.17222 3.36693 1.76234 0.3 0.5 -0.2
H 8.08879 2.17016 0.86538 -0.4 0.0 -0.2
H 7.48981 3.30761 -1.01274 0.3 0.1 -0.3
H 8.40812 4.85642 -1.43817 -0.2 -0.2 -0.2
H 6.02089 4.64807 0.57681 0.0 -0.6 -0.4
H 6.00820 5.15272 -1.11864 -0.4 0.4 0.2
H 6.10836 7.09332 0.70524 -0.2 -0.5 0.3
H 7.48849 7.17547 -0.24961 0.5 -0.3 -0.2
H 7.40733 5.52524 2.43276 -0.4 -0.1 -0.3
H 8.17854 7.04031 2.17487 0.2 0.1 0.0
H 9.83066 5.20071 2.04818 0.1 -0.2 -0.2
H 9.71926 6.12671 0.53212 0.1 -0.6 -0.4
H 10.80384 2.97838 0.51461 -0.4 0.1 0.0
H 10.59466 4.18596 -0.80271 0.2 0.8 0.9
H 9.82072 2.84497 -1.03334 -0.5 -1.1 0.7
C -0.01496 1.67313 -14.17926 -0.5 0.3 0.0
C -0.35356 0.37955 -13.41956 1.4 0.3 1.0
C 0.79719 0.09527 -12.35538 -0.5 -0.9 -1.4
N 0.55818 -1.22039 -11.55614 -0.5 -2.2 -0.8
C 1.78801 -1.72824 -10.77660 0.3 1.9 1.1
C 2.12347 -0.73993 -9.61659 -1.3 -0.9 -0.2
C 0.84607 -0.69191 -8.73395 0.6 1.1 -0.1
C -0.36125 -0.15567 -9.49778 0.0 -0.9 0.2
C -0.68764 -1.09538 -10.66820 0.5 1.8 0.4
C 0.30217 -2.46241 -12.49571 -0.6 0.9 -0.1
H -0.71075 1.82237 -15.00491 0.2 -0.4 -0.3
H 1.00913 1.68820 -14.55222 -0.1 -0.1 -0.1
H -0.16858 2.59749 -13.62243 0.2 -0.2 0.6
H -0.42807 -0.44130 -14.13284 0.0 0.0 0.1
H -1.29742 0.46989 -12.88192 0.0 0.1 -0.2
H 0.99910 0.99099 -11.76797 -0.6 -0.5 0.7
H 1.75543 -0.06430 -12.84976 -0.1 -0.2 -0.3
H 2.64431 -1.89966 -11.42889 -0.3 0.3 -0.5
H 1.53496 -2.70049 -10.35375 -0.3 0.1 0.0
H 2.35353 0.28579 -9.90477 0.1 -0.1 -0.5
H 2.99939 -1.11909 -9.09018 -0.1 -0.1 0.1
H 1.01268 0.05563 -7.95838 0.1 -0.5 0.5
H 0.60086 -1.67910 -8.34225 0.2 0.1 0.3
H -0.22436 0.89776 -9.74200 0.1 -0.1 -0.5
H -1.22302 -0.14649 -8.83042 -0.1 -0.1 0.0
H -1.48041 -0.61271 -11.23973 0.1 -0.5 -0.3
H -1.04600 -2.05646 -10.29940 0.5 -0.1 -0.2
H -0.64458 -2.38688 -13.03058 0.2 0.7 -0.2
H 0.11340 -3.38177 -11.94140 0.6 0.3 0.7
H 1.14394 -2.60505 -13.17334 -0.1 0.2 0.1
C -8.31381 9.95856 4.04202 1.5 0.6 0.9
C -8.83198 8.62274 3.60271 -3.0 0.0 -0.3
C -9.57639 7.91651 4.77909 2.2 -1.1 -0.8
N -10.24943 6.56668 4.47028 -0.7 1.2 -1.2
C -11.63683 6.99907 3.85423 0.4 -1.8 0.7
C -12.41478 5.79966 3.26587 0.3 0.9 -0.2
C -11.54299 4.93142 2.37839 -0.2 -0.1 -0.3
C -10.30624 4.45680 3.11306 0.7 0.4 -0.5
C -9.43580 5.63823 3.55658 -0.6 0.3 0.5
C -10.44125 5.87731 5.81014 -0.4 0.2 -1.0
H -7.44534 9.76540 4.67172 0.3 0.4 0.0
H -8.93816 10.61542 4.64769 -0.7 -0.6 0.1
H -8.01606 10.62447 3.23208 0.2 -0.5 -0.3
H -8.10247 7.97170 3.12099 0.2 0.3 0.3
H -9.60123 8.86591 2.86977 0.0 -0.3 -0.5
H -10.32288 8.53436 5.27821 0.3 0.0 0.0
H -8.72447 7.62064 5.39130 -0.4 0.2 0.9
H -11.56474 7.74739 3.06498 0.8 0.0 0.3
H -12.11183 7.42587 4.73758 -0.4 0.1 -0.3
H -13.08980 6.30603 2.57590 -0.8 -0.3 0.4
H -12.92085 5.23430 4.04841 -0.2 0.0 -0.2
H -11.33431 5.46743 1.45251 0.7 0.4 0.1
H -12.09257 4.09659 1.94354 -0.2 -0.3 0.6
H -9.67454 3.92271 2.40327 0.0 -0.4 0.2
H -10.58189 3.81260 3.94801 0.2 -0.1 -0.1
H -9.05894 6.15377 2.67324 -0.4 0.3 0.2
H -8.56732 5.38908 4.16630 0.0 -0.4 -0.1
H -10.96741 6.61674 6.41386 0.4 -0.3 0.4
H -9.45620 5.54996 6.14270 -0.1 0.4 0.4
H -11.05377 4.98009 5.72123 -0.1 0.2 -0.2
N -3.71317 7.58015 -4.51951 -2.9 0.6 3.3
S -2.25753 7.28198 -4.57718 7.2 -0.3 -4.7
O -1.84324 5.90719 -4.61131 -0.6 0.0 0.4
O -1.31399 8.21679 -4.06181 0.0 0.2 2.2
F -2.04875 7.77634 -6.09985 -0.7 -0.8 -1.1
S -3.94254 7.49942 -2.89336 -3.8 2.8 0.7
O -3.48050 8.59792 -2.04577 -0.5 -1.8 -1.8
O -3.99822 6.19213 -2.37515 1.0 -1.3 0.6
F -5.54085 7.76702 -3.08143 0.4 0.5 0.4
N -4.36102 -1.25382 8.67738 5.4 3.8 4.1
S -5.73841 -1.59869 8.47407 -12.8 -6.3 -5.9
O -6.60735 -0.67506 7.73543 1.2 -0.2 1.6
O -6.47727 -2.49546 9.40871 2.1 2.2 -1.4
F -5.46103 -2.59816 7.23964 0.6 -0.8 -0.2
S -4.75019 -0.33028 10.02833 3.2 3.4 5.7
O -4.94513 -1.06597 11.28441 0.1 1.0 -2.9
O -5.48418 0.94042 9.89083 1.3 -2.9 -0.6
F -3.20045 0.18756 10.24404 -1.0 -0.3 -0.6
C 10.76783 -5.77668 -2.65119 1.9 0.1 2.8
F 10.27008 -6.46585 -3.59427 -0.6 -1.6 -2.3
F 10.03029 -4.69754 -2.51363 -0.2 1.3 0.1
F 10.61330 -6.49128 -1.48803 0.6 0.5 -0.8
S 12.65534 -5.26881 -2.96526 0.7 1.5 0.8
O 12.55685 -4.26766 -4.03944 -0.2 -2.2 0.5
O 13.19235 -4.63925 -1.72250 -1.8 -2.1 -2.2
N 13.31242 -6.83163 -3.40783 -3.4 3.6 -1.3
S 14.46797 -7.06346 -2.44628 2.0 -1.9 4.3
O 15.40306 -5.96371 -2.39699 0.6 -1.0 -0.5
O 14.03236 -7.58452 -1.13638 0.7 0.3 -1.5
C 15.33578 -8.66782 -3.17530 -1.4 2.6 -1.4
F 16.06091 -8.27282 -4.25774 -0.8 -0.7 -0.2
F 16.22754 -9.05880 -2.32017 0.0 -1.2 1.0
F 14.40198 -9.62310 -3.52286 1.8 1.0 0.5
C 1.67740 -2.34521 1.73242 0.5 3.5 0.1
F 0.60840 -2.95196 2.23527 0.6 -0.6 -0.4
F 2.63534 -2.22564 2.68503 -0.7 -0.7 -0.5
F 2.20481 -2.87446 0.64073 -0.4 -1.1 0.4
S 1.17517 -0.57911 1.14401 -0.1 1.5 0.8
O 2.36095 0.13309 0.64107 -1.5 -2.1 0.5
O 0.01232 -0.80835 0.27683 1.8 -0.3 0.8
N 0.67638 0.11576 2.64799 1.5 -1.6 -2.7
S -0.10876 1.37791 2.11948 -2.2 1.8 0.0
O 0.34554 1.98272 0.85668 -0.5 -0.6 2.3
O -1.54223 1.17613 2.30027 1.1 0.6 -0.2
C 0.31740 2.57131 3.55147 0.3 0.9 -1.6
F -0.43344 3.73115 3.39539 1.4 -1.7 0.5
F 0.06471 2.03647 4.73428 -0.3 0.1 0.2
F 1.65713 2.86810 3.53214 -1.4 0.2 0.0
C 5.35473 -6.28350 9.65509 -0.8 -0.3 1.5
F 6.26739 -5.37749 9.41117 0.9 0.1 -0.3
F 4.60104 -6.41545 8.55263 0.0 -0.1 0.6
F 5.89735 -7.49700 9.93904 -0.3 1.2 -0.3
S 4.31968 -5.61123 11.18219 -1.6 -0.6 -0.9
O 3.37858 -4.64737 10.51827 2.5 -2.0 1.3
O 3.73061 -6.77261 11.83795 0.9 1.0 -1.2
N 5.51687 -4.92484 12.21115 -0.5 -3.5 -4.2
S 4.63735 -4.01830 13.01645 -4.3 5.3 4.8
O 4.43542 -2.67479 12.40056 0.3 -2.3 1.3
O 3.43220 -4.59438 13.73391 3.0 1.2 -2.0
C 5.83152 -3.69028 14.45128 0.0 -0.5 -1.6
F 5.18561 -3.05258 15.43747 1.0 -0.2 -0.6
F 6.33655 -4.87078 14.91735 -0.2 1.6 -0.1
F 6.84589 -2.91634 13.89836 -1.0 -1.0 1.7

***

# 2
154
Properties=species:S:1:pos:R:3:forces:R:3 method="wB97M-V/def2-TZVPD" charge=0 orbital_gap_ev=9.624 lumo_energy_ev=0.36
C 3.40576 0.57087 3.25003 -0.1 -1.2 0.2
O 3.81514 1.34196 4.37213 0.8 0.9 -0.8
C 3.28898 1.18616 5.56438 -0.8 -1.3 0.6
O 3.49681 1.89742 6.49302 0.3 0.7 0.5
O 2.50624 0.08598 5.62494 0.2 0.0 -0.8
C 2.03028 -0.34487 6.86995 -1.0 -0.2 1.3
H 3.40231 -0.48993 3.51152 -0.3 0.1 0.1
H 4.14948 0.62667 2.45929 0.0 0.7 0.1
H 2.41531 0.87890 2.92477 0.0 0.0 -0.2
H 1.50677 0.40815 7.46553 0.4 0.5 -0.3
H 2.79209 -0.77834 7.51950 0.3 0.1 -0.3
H 1.25061 -1.08533 6.70046 0.3 -0.1 -0.4
C -1.14680 7.08201 -2.95825 0.1 0.0 0.1
O -2.05931 6.06478 -2.53410 -0.2 0.5 -0.2
C -1.78287 4.83890 -2.97762 0.1 0.3 0.7
O -0.88500 4.56789 -3.72557 0.0 -0.5 -0.2
O -2.64380 4.03283 -2.36784 0.1 -0.3 0.1
C -2.52996 2.62940 -2.53866 -0.1 -0.9 -0.4
H -1.01931 7.09953 -4.03726 0.0 -0.2 0.0
H -0.19517 6.91061 -2.45966 0.2 0.1 -0.2
H -1.55355 8.03463 -2.63272 -0.2 -0.1 0.1
H -2.80530 2.13640 -1.60817 -0.1 0.3 0.1
H -1.54912 2.23937 -2.80531 0.2 0.7 -0.1
H -3.21256 2.30483 -3.32401 -0.1 0.2 0.0
C 5.55222 4.49428 -5.98220 0.6 -1.1 0.1
O 4.19330 4.25947 -5.66022 -0.4 1.0 -0.8
C 3.90727 3.54099 -4.59262 -0.1 0.3 0.1
O 4.69762 2.92434 -3.93705 0.5 -0.6 0.6
O 2.61245 3.66299 -4.38725 -1.0 0.4 -0.2
C 2.00066 2.86410 -3.39258 0.2 -1.2 0.9
H 5.98494 3.53486 -6.28493 0.2 0.2 0.0
H 6.11127 4.86347 -5.12181 -0.1 0.1 0.0
H 5.60796 5.17955 -6.82118 -0.3 0.1 0.1
H 0.92149 2.98596 -3.35144 0.1 0.5 -0.7
H 2.36355 3.07167 -2.38453 0.3 0.2 -0.2
H 2.20128 1.81207 -3.61210 0.0 0.0 0.1
C -3.01653 -8.39360 2.18807 0.1 -0.6 0.9
O -2.74403 -7.01925 2.00593 -1.2 0.2 -0.1
C -1.59203 -6.60195 1.54415 1.4 0.3 -0.3
O -0.56580 -7.22325 1.46188 -0.2 -0.4 -0.1
O -1.73675 -5.32574 1.18314 -0.7 0.5 0.3
C -0.61518 -4.67462 0.60433 0.5 -0.3 -0.8
H -2.42157 -9.08387 1.59346 0.2 0.4 -0.3
H -4.07577 -8.53800 1.99194 0.0 0.1 -0.2
H -2.84177 -8.64336 3.23688 0.0 0.0 0.0
H 0.30650 -4.96197 1.10072 0.0 0.1 0.1
H -0.74970 -3.59471 0.60779 -0.3 0.0 0.5
H -0.56877 -4.93942 -0.45475 0.1 -0.2 0.0
C -2.72454 -2.94616 -1.96029 0.4 1.7 0.3
O -2.10122 -4.09755 -2.47139 -0.7 -1.0 0.7
C -1.20539 -4.00823 -3.42640 1.0 0.7 -0.4
O -0.88194 -2.99267 -3.99920 -0.4 -0.2 0.0
O -0.66172 -5.21111 -3.60902 -0.5 -0.1 0.4
C 0.43527 -5.31680 -4.50696 0.2 -0.1 -0.4
H -3.20968 -3.16472 -1.01323 -0.3 -0.6 -0.3
H -3.38607 -2.44726 -2.66824 -0.3 -0.5 -0.1
H -2.01400 -2.15920 -1.68218 0.4 -0.3 -0.3
H 1.37799 -5.08811 -4.01144 -0.1 0.2 0.1
H 0.29873 -4.67888 -5.37824 0.0 0.1 0.1
H 0.47517 -6.35754 -4.82019 -0.1 0.0 0.0
C -2.24340 -0.03240 -5.01431 -1.7 -0.6 0.0
O -0.90088 0.37403 -5.05448 0.4 0.2 0.6
C -0.24712 0.31921 -6.20330 -0.4 -0.1 -1.3
O -0.71298 0.00200 -7.27023 0.1 0.0 0.3
O 1.00078 0.71736 -6.00082 0.1 0.4 1.0
C 1.87642 0.82695 -7.09898 0.8 -0.5 -0.7
H -2.77154 0.55340 -4.26627 0.4 0.1 0.2
H -2.36785 -1.08305 -4.74504 0.5 0.0 0.1
H -2.83514 0.09451 -5.92200 0.7 0.3 -0.4
H 2.63687 1.57520 -6.88284 -0.3 0.3 0.3
H 1.37659 1.06256 -8.03539 -0.2 0.0 0.1
H 2.43526 -0.10315 -7.22933 -0.3 -0.2 0.0
C -2.56575 -2.26314 2.87036 -0.3 -0.2 -0.5
O -3.25317 -1.79708 4.02150 0.2 0.7 1.1
C -4.51265 -2.11609 4.26616 -0.7 -0.8 -1.5
O -5.17177 -2.96849 3.72639 0.3 -0.2 -0.1
O -5.00441 -1.27471 5.14626 0.8 1.7 1.2
C -6.36622 -1.29919 5.47707 -1.4 -1.0 -0.2
H -2.95179 -1.71986 2.00195 0.1 -0.1 0.0
H -2.69324 -3.33697 2.72745 0.1 0.0 0.1
H -1.52834 -1.97954 3.03325 0.0 -0.2 0.0
H -6.65359 -2.28937 5.83728 0.1 0.1 0.2
H -7.03569 -1.11399 4.63152 0.4 0.1 -0.3
H -6.60836 -0.54270 6.21797 0.6 0.0 0.1
C 1.56802 -2.45244 3.70197 -0.1 0.4 -0.5
C 0.66086 -3.53801 4.20868 -0.5 -0.9 0.0
O 0.45058 -4.55327 3.58160 0.2 0.2 -0.3
C 0.01696 -3.36687 5.56425 0.2 0.3 -0.1
H 2.55768 -2.57306 4.14761 -0.1 0.1 0.2
H 1.16526 -1.45922 3.90836 0.1 0.0 0.4
H 1.70005 -2.48717 2.61890 -0.1 -0.4 0.0
H 0.82864 -3.21916 6.28067 -0.2 0.2 0.2
H -0.56712 -4.23309 5.86040 0.1 -0.1 -0.2
H -0.64223 -2.49541 5.51956 0.2 0.2 0.3
C -2.31852 1.17786 5.84225 0.1 0.2 -0.3
C -1.33380 1.08337 4.69852 0.2 0.2 -0.2
O -0.58125 0.14118 4.59019 -0.1 -0.4 0.1
C -1.18042 2.25859 3.75009 -0.3 -0.8 0.1
H -1.80465 0.87711 6.75392 -0.1 -0.1 0.0
H -3.15641 0.50484 5.65288 0.0 -0.1 0.0
H -2.70196 2.19187 5.95541 0.0 0.0 0.0
H -0.83391 3.06838 4.39433 0.0 0.3 -0.4
H -2.09736 2.52358 3.22198 -0.1 0.2 0.4
H -0.48182 1.96095 2.97386 0.3 0.3 0.2
C -0.16466 0.22659 -1.62272 0.2 -1.1 -0.1
C 0.38902 -0.46849 -0.40530 0.7 0.5 0.3
O 0.95136 -1.54098 -0.48640 -0.1 -0.2 -0.1
C 0.25416 0.22903 0.92137 0.0 -0.7 0.6
H -1.24982 0.10403 -1.57168 -0.1 0.5 0.0
H 0.17336 -0.34476 -2.48813 0.0 0.2 -0.1
H 0.16171 1.26073 -1.69577 -0.3 0.1 0.2
H 0.44474 1.29731 0.86660 -0.4 0.1 -0.1
H 0.90808 -0.22303 1.67102 0.3 0.0 -0.3
H -0.72722 -0.03454 1.33375 -0.3 0.6 -0.3
C 3.98464 -2.98206 -2.48966 -0.3 0.4 1.1
C 3.20076 -2.97964 -3.76968 0.0 0.8 -1.0
O 3.61487 -3.49137 -4.78374 0.0 -0.5 0.1
C 1.96627 -2.09118 -3.76677 0.5 -0.3 0.0
H 3.41913 -2.44368 -1.72400 -0.1 -0.2 0.0
H 4.90952 -2.41306 -2.59592 0.1 -0.2 -0.3
H 4.21218 -3.96192 -2.07345 0.1 -0.2 -0.4
H 2.35344 -1.07930 -3.60392 -0.2 0.0 0.4
H 1.31997 -2.42404 -2.95804 -0.1 0.5 0.2
H 1.41093 -2.04598 -4.69821 0.1 -0.4 -0.1
C 5.17881 2.58868 -0.66092 -0.7 -0.3 1.5
C 3.97372 1.66963 -0.56787 0.1 0.1 0.5
O 2.89239 2.15478 -0.28332 0.1 -0.4 -0.1
C 4.14290 0.19708 -0.80697 -0.4 -0.1 -1.6
H 4.80067 3.40483 -0.04224 0.4 0.7 -0.6
H 5.45299 2.83867 -1.68056 0.0 0.1 0.0
H 6.00931 2.18540 -0.07562 0.2 -0.3 -0.5
H 4.90429 0.08757 -1.58408 0.3 -0.2 0.3
H 3.22452 -0.16067 -1.28164 -0.1 0.0 0.3
H 4.34767 -0.47507 0.02342 0.2 0.4 0.3
C -4.57352 2.88994 0.63736 0.4 0.9 -0.4
C -4.16567 1.59427 1.29348 -1.1 -0.7 -0.7
O -3.39141 0.81288 0.79392 0.4 0.1 0.0
C -4.93132 1.26328 2.56488 0.1 0.3 -0.5
H -5.63834 3.10872 0.70576 0.0 -0.1 0.5
H -4.35052 3.01856 -0.42159 0.3 -0.7 0.0
H -3.99327 3.70093 1.09116 -0.3 0.1 0.3
H -5.90275 1.74617 2.47376 0.1 0.2 0.5
H -4.33238 1.65554 3.38874 -0.4 0.0 0.3
H -5.12057 0.19958 2.68809 0.4 -0.1 0.0
C 1.20237 5.02061 -0.47077 0.5 -0.6 -0.5
C 0.61651 4.24798 0.65019 -0.7 -0.3 1.0
O -0.39390 3.58019 0.54588 0.2 0.1 -0.3
C 1.28955 4.36978 2.00770 0.2 -0.2 -0.7
H 0.98271 6.08087 -0.34746 0.1 0.0 -0.1
H 0.85101 4.61402 -1.41882 -0.3 0.4 0.0
H 2.27945 4.83428 -0.45210 0.0 0.4 0.0
H 0.95319 3.53850 2.61739 0.0 0.2 0.3
H 1.02386 5.34052 2.42951 0.0 -0.1 0.2
H 2.37245 4.31872 1.88869 0.0 0.1 0.1